No. 1
10
Properties=species:S:1:pos:R:3:mulliken_charge:R:1 method="wB97M-V/def2-TZVPD" de_lowest_kcal_mol=44.25 smiles=Sc1c[nH]nc1Cl e_tot_ha=-1083.936011
C 0.028 -0.725 0.169 0.104
C 0.415 -0.276 -1.072 -0.459
C 0.033 0.647 0.845 0.411
H -1.126 -2.241 2.033 0.165
H 0.337 -0.802 -2.056 0.345
H 0.864 1.821 -1.807 0.269
N 0.584 1.084 -1.106 0.247
N 0.265 1.721 0.006 -0.670
S -0.871 -2.291 0.567 -0.226
Cl -0.529 1.063 2.422 -0.186

No. 2
108
Properties=species:S:1:pos:R:3:mulliken_charge:R:1 method="wB97M-V/def2-TZVPD" charge=+2 e_tot_ha=-7232.241376
Hf 1.113 1.176 -3.128 0.703
C -0.054 1.818 1.308 0.420
F -0.839 2.724 0.747 -0.140
F 1.168 2.301 1.486 -0.112
F -0.517 1.469 2.503 -0.204
S -0.043 0.235 0.314 0.160
O -1.308 -0.434 0.327 -0.448
O 0.276 0.730 -1.068 2.272
O 1.040 -0.572 0.805 -0.127
C -10.207 0.525 2.781 -1.532
C -8.941 0.850 1.977 0.012
C -8.052 -0.297 1.812 -0.782
N -6.671 0.144 1.219 0.293
C -6.806 0.736 -0.168 -0.724
C -5.789 -1.114 1.051 -0.964
C -4.412 -0.525 0.860 -0.118
C -4.403 0.579 1.881 -0.173
C -5.873 0.894 2.255 -0.866
H -9.971 0.088 3.755 0.375
H -10.929 -0.146 2.314 0.380
H -10.727 1.443 3.051 0.394
H -8.479 1.567 2.663 0.234
H -9.249 1.326 1.047 0.292
H -8.495 -1.040 1.144 0.431
H -7.823 -0.855 2.720 0.355
H -5.917 1.062 -0.701 0.156
H -7.400 1.635 -0.010 0.343
H -7.361 0.007 -0.753 0.355
H -6.163 -1.761 0.258 0.488
H -5.875 -1.693 1.972 0.458
H -4.350 -0.142 -0.159 -0.217
H -3.616 -1.265 0.901 0.692
H -3.883 1.450 1.475 0.105
H -3.726 0.353 2.707 0.382
H -6.080 1.962 2.190 0.400
H -6.113 0.681 3.295 0.325
C 6.225 -4.852 3.223 -1.521
C 5.514 -3.578 2.792 -0.043
C 5.934 -2.362 3.656 -0.765
N 5.297 -1.057 3.155 0.808
C 6.058 -0.675 1.906 -1.347
C 5.417 0.053 4.244 -0.612
C 3.961 0.361 4.591 -0.702
C 3.222 0.180 3.260 0.055
C 3.805 -1.174 2.838 -0.672
H 7.254 -4.860 2.854 0.357
H 5.816 -5.769 2.802 0.392
H 6.249 -4.911 4.312 0.358
H 4.452 -3.829 2.840 0.315
H 5.672 -3.468 1.718 0.238
H 7.002 -2.187 3.520 0.350
H 5.790 -2.433 4.732 0.575
H 7.085 -0.404 2.138 0.347
H 5.596 0.245 1.541 0.503
H 5.953 -1.437 1.141 0.382
H 5.945 0.887 3.783 0.298
H 6.033 -0.223 5.098 0.415
H 3.927 1.300 5.143 0.416
H 3.580 -0.404 5.271 0.310
H 3.379 0.989 2.548 -0.266
H 2.147 0.076 3.398 0.403
H 3.637 -1.330 1.775 -0.006
H 3.297 -1.899 3.468 0.430
C 2.993 5.321 -2.780 0.717
F 2.712 6.484 -2.259 -0.165
F 2.604 5.170 -4.027 -0.196
F 4.276 5.083 -2.728 -0.144
S 1.991 3.980 -1.726 0.515
O 1.914 4.415 -0.350 -0.487
O 0.660 3.755 -2.311 -0.502
N 2.695 2.440 -2.025 -0.511
S 3.938 2.400 -0.953 0.899
O 4.465 3.661 -0.474 -0.530
O 3.701 1.459 0.127 -0.679
C 5.345 1.646 -1.948 0.507
F 5.008 0.504 -2.496 -0.078
F 5.783 2.504 -2.873 -0.220
F 6.354 1.468 -1.101 -0.199
C -2.237 -0.962 -5.467 0.715
F -2.638 -0.032 -6.315 -0.191
F -3.225 -1.852 -5.452 -0.210
F -1.129 -1.550 -5.890 -0.157
S -1.942 -0.373 -3.659 -0.029
O -3.233 -0.369 -3.061 -0.338
O -0.937 -1.223 -3.124 -0.073
N -1.133 1.219 -3.752 -0.392
S -2.424 2.223 -3.853 0.998
O -1.882 3.513 -4.272 -0.679
O -3.578 1.764 -4.595 -0.503
C -2.870 2.574 -2.051 0.645
F -4.151 2.896 -1.990 -0.240
F -2.628 1.541 -1.263 -0.106
F -2.137 3.598 -1.630 -0.194
C 1.405 -3.251 -4.946 0.735
F 1.340 -3.372 -6.252 -0.180
F 0.191 -3.343 -4.462 -0.128
F 2.234 -4.086 -4.423 -0.128
S 2.150 -1.425 -4.688 0.844
O 3.515 -1.499 -5.120 -0.455
O 1.332 -0.385 -5.330 -0.709
N 1.892 -0.871 -3.030 -0.264
S 2.928 -1.771 -2.069 0.038
O 3.893 -2.624 -2.693 -0.457
O 3.403 -0.914 -1.021 -0.314
C 1.633 -2.987 -1.241 0.700
F 2.191 -3.429 -0.110 -0.229
F 0.494 -2.399 -0.925 -0.041
F 1.338 -4.059 -1.971 -0.216

No. 3
6
Properties=species:S:1:pos:R:3:mulliken_charge:R:1 method="wB97M-V/def2-TZVPD" de_lowest_kcal_mol=5.10 smiles=O.O e_tot_ha=-152.866806
H -1.413 0.011 -1.074 0.336
H -1.750 0.317 0.449 0.344
H 2.026 -0.637 0.491 0.307
H 0.622 0.252 0.128 0.407
O -1.136 -0.156 -0.167 -0.709
O 1.651 0.214 0.174 -0.685

No. 4
56
Properties=species:S:1:pos:R:3:mulliken_charge:R:1 method="wB97M-V/def2-TZVPD" de_lowest_kcal_mol=9.47 smiles="Cc1cc(C)c2cc(CN(CCO)C(=O)NC3CCCCC3)c(=O)[nH]c2c1" e_tot_ha=-1207.695788
C -5.956 -0.406 -0.289 -1.587
C -4.502 -0.708 -0.106 0.777
C -3.787 -0.180 0.947 -1.008
C -2.432 -0.477 1.093 -0.298
N -1.708 0.066 2.121 0.055
C -0.362 -0.111 2.345 0.508
O 0.200 0.500 3.240 -0.724
C 0.290 -1.035 1.425 0.060
C -0.395 -1.590 0.400 -0.381
C -1.779 -1.323 0.176 0.852
C -2.512 -1.852 -0.907 1.222
C -3.847 -1.537 -1.024 -0.859
H -4.415 -1.938 -1.852 0.399
C -1.848 -2.736 -1.917 -1.811
H -1.010 -2.221 -2.385 0.357
H -1.469 -3.642 -1.447 0.373
H -2.553 -3.021 -2.693 0.377
H 0.125 -2.246 -0.281 0.535
C 1.764 -1.287 1.644 -1.448
N 2.489 -1.385 0.399 0.436
C 2.604 -0.337 -0.480 0.735
O 3.238 -0.453 -1.523 -0.803
N 1.973 0.806 -0.131 0.194
H 1.492 0.879 0.747 -0.127
C 1.891 1.947 -1.015 -0.514
C 0.531 1.993 -1.726 -0.973
C -0.600 2.301 -0.750 0.483
C -0.337 3.618 -0.027 -1.010
C 0.993 3.561 0.720 -0.446
C 2.138 3.243 -0.241 -1.043
H 3.076 3.160 0.310 0.375
H 2.240 4.058 -0.960 0.450
H 0.937 2.808 1.509 0.204
H 1.187 4.520 1.204 0.367
H -1.147 3.828 0.675 0.382
H -0.307 4.430 -0.757 0.386
H -0.684 1.494 -0.021 -0.449
H -1.549 2.353 -1.291 0.393
H 0.354 1.034 -2.216 0.373
H 0.567 2.765 -2.497 0.444
H 2.679 1.800 -1.763 0.441
C 3.194 -2.607 0.072 -1.191
H 3.209 -2.692 -1.020 0.440
H 2.656 -3.462 0.489 0.523
C 4.640 -2.599 0.581 -0.494
O 5.373 -1.500 0.109 -0.545
H 4.947 -1.170 -0.698 0.419
H 4.659 -2.549 1.676 0.281
H 5.123 -3.539 0.270 0.351
H 1.894 -2.229 2.184 0.562
H 2.165 -0.493 2.289 0.346
H -2.180 0.695 2.760 0.232
H -4.266 0.470 1.665 0.331
H -6.118 0.106 -1.237 0.341
H -6.534 -1.329 -0.310 0.361
H -6.331 0.222 0.514 0.345

No. 5
134
Properties=species:S:1:pos:R:3:mulliken_charge:R:1 method="wB97M-V/def2-TZVPD" de_lowest_kcal_mol=16.93 charge=+3 e_tot_ha=-3950.639681
Ti 0.617 0.647 -0.572 0.816
C 2.296 1.697 -3.850 -1.496
C 2.387 0.303 -3.176 -0.509
N 2.641 0.379 -1.719 1.788
C 4.028 0.863 -1.481 -1.144
C 4.190 1.821 -0.300 -0.638
S 2.780 2.937 -0.055 0.109
C 3.159 4.243 -1.278 -0.913
C 3.036 3.757 -2.724 -0.765
N 1.991 2.739 -2.872 -0.203
H 3.231 1.926 -4.371 0.411
H 1.520 1.641 -4.617 0.499
H 1.441 -0.226 -3.334 0.157
H 3.183 -0.268 -3.674 0.913
H 2.650 -0.593 -1.407 -1.771
H 4.692 0.010 -1.299 0.441
H 4.379 1.358 -2.385 0.763
H 4.289 1.287 0.644 -0.244
H 5.083 2.427 -0.445 0.944
H 2.474 5.057 -1.048 0.498
H 4.166 4.606 -1.075 0.619
H 2.860 4.628 -3.365 0.464
H 3.996 3.333 -3.025 0.345
H 1.120 3.188 -3.134 0.223
C 0.315 -6.130 -2.090 -1.293
C -1.097 -5.637 -2.131 0.271
C -2.142 -6.468 -2.519 -0.835
C -3.449 -6.012 -2.562 -0.816
C -3.735 -4.703 -2.209 -0.993
C -2.717 -3.860 -1.801 -0.365
C -1.402 -4.318 -1.785 0.910
N -0.353 -3.479 -1.322 0.503
C -0.181 -2.159 -1.536 -1.487
N -0.932 -1.624 -2.510 0.672
C -1.069 -0.311 -2.981 -0.627
C -0.664 0.800 -2.217 1.753
C -1.037 2.040 -2.764 -0.971
C -1.674 2.173 -3.987 -1.366
C -1.956 1.052 -4.748 -1.021
C -1.677 -0.208 -4.250 1.227
C -2.003 -1.428 -5.059 -1.699
N 0.736 -1.455 -0.859 1.913
C 1.588 -2.340 -0.092 -2.079
C 1.273 -2.624 1.239 0.462
C 1.969 -3.580 1.954 -0.972
C 3.030 -4.245 1.361 -1.129
C 3.355 -3.968 0.046 -0.847
C 2.634 -3.046 -0.711 2.216
C 2.976 -2.884 -2.165 -1.580
H 0.382 -7.133 -2.498 0.482
H 0.688 -6.164 -1.066 0.316
H 0.966 -5.481 -2.672 0.223
H -1.923 -7.488 -2.793 0.464
H -4.243 -6.676 -2.866 0.427
H -4.750 -4.340 -2.236 0.466
H -2.952 -2.858 -1.469 0.511
H 0.319 -3.943 -0.723 0.057
H -1.501 -2.299 -3.014 0.328
H -0.864 2.954 -2.213 0.854
H -1.943 3.154 -4.350 0.573
H -2.417 1.155 -5.718 0.484
H -2.344 -1.134 -6.046 0.456
H -2.801 -2.017 -4.609 0.360
H -1.129 -2.065 -5.184 0.387
H 0.454 -2.103 1.713 0.506
H 1.688 -3.800 2.970 0.439
H 3.581 -4.979 1.925 0.585
H 4.151 -4.519 -0.431 0.638
H 3.295 -3.842 -2.572 0.648
H 3.814 -2.198 -2.305 0.341
H 2.126 -2.530 -2.749 -0.104
C -5.016 -0.711 3.845 -1.586
C -3.570 -0.640 4.382 1.943
C -3.472 0.523 5.375 -1.819
C -3.224 -1.938 5.121 -1.737
C -2.704 -0.437 3.165 0.357
C -2.368 -1.471 2.285 -1.260
C -1.615 -1.218 1.155 -1.005
N -1.176 -0.004 0.789 1.024
C -1.608 1.011 1.560 0.074
C -2.301 0.831 2.751 -1.382
C -1.413 2.359 1.017 -0.415
C -2.360 3.338 1.280 -1.088
C -2.261 4.619 0.736 -0.089
C -1.108 4.838 -0.022 -1.220
C -0.232 3.797 -0.278 -1.150
N -0.366 2.547 0.191 1.559
C -3.363 5.629 0.954 1.817
C -3.155 6.921 0.161 -2.026
C -3.432 5.958 2.456 -1.540
C -4.696 5.000 0.511 -1.515
H -5.700 -0.835 4.681 0.458
H -5.146 -1.551 3.166 0.398
H -5.279 0.207 3.322 0.327
H -4.050 0.282 6.262 0.474
H -3.885 1.442 4.970 0.376
H -2.443 0.691 5.685 0.419
H -3.879 -2.045 5.981 0.467
H -2.198 -1.909 5.484 0.410
H -3.359 -2.818 4.500 0.360
H -2.688 -2.483 2.476 0.677
H -1.398 -2.041 0.493 0.554
H -2.526 1.693 3.353 0.979
H -3.219 3.081 1.876 1.100
H -0.898 5.809 -0.439 0.670
H 0.620 3.973 -0.916 0.124
H -2.241 7.434 0.452 0.420
H -3.985 7.594 0.363 0.449
H -3.141 6.730 -0.911 0.431
H -2.499 6.392 2.804 0.378
H -3.650 5.072 3.046 0.309
H -4.227 6.678 2.628 0.481
H -4.665 4.722 -0.540 0.372
H -5.494 5.725 0.644 0.447
H -4.950 4.123 1.098 0.342
O 5.410 -1.399 0.247 -0.316
C 5.927 -1.086 1.523 -0.682
N 5.477 -2.005 2.524 0.028
C 4.304 -2.000 3.196 -0.242
O 4.016 -2.856 3.999 -0.600
C 3.317 -0.887 2.953 1.169
C 2.670 -0.382 4.077 -0.961
C 1.730 0.617 3.896 -1.430
C 1.389 0.989 2.605 -0.697
N 1.902 0.422 1.505 1.383
C 2.890 -0.464 1.699 -0.948
H 5.822 -2.214 -0.066 0.302
H 5.572 -0.078 1.753 0.344
H 7.019 -1.088 1.509 0.466
H 6.079 -2.780 2.768 0.318
H 2.916 -0.771 5.053 0.642
H 1.257 1.094 4.741 0.630
H 0.688 1.801 2.454 0.591
H 3.363 -0.871 0.818 0.049

No. 6
135
Properties=species:S:1:pos:R:3:mulliken_charge:R:1 method="wB97M-V/def2-TZVPD" charge=+1 e_tot_ha=-58927.123461
C 1.300 -2.667 -0.835 -0.039
Si -0.390 -2.161 -0.143 0.495
C -1.505 -3.633 -0.496 -0.977
C -0.874 -0.676 -1.216 -0.026
N -0.313 -1.655 1.649 1.776
C 0.428 -0.421 2.085 -0.780
C 1.756 -0.058 1.390 1.239
C 2.996 -0.593 2.097 0.713
C 3.734 0.280 2.857 -0.437
C 4.850 -0.101 3.551 -0.819
C 5.294 -1.403 3.468 -0.497
C 4.569 -2.286 2.713 -1.293
C 3.441 -1.900 2.041 0.215
C 0.337 -2.837 2.344 -0.735
O -0.597 -3.676 2.993 -0.329
C -1.914 -3.109 2.985 0.032
C -2.291 -3.095 4.470 -0.882
N -2.515 -4.484 4.940 -0.396
C -1.672 -1.687 2.351 -0.746
O -1.750 -0.834 3.470 -0.518
I -3.434 -1.114 1.222 0.429
H 1.352 -2.321 -1.871 -0.772
H 1.365 -3.758 -0.874 0.492
H 2.151 -2.247 -0.300 0.057
H -0.939 -4.467 -0.918 0.160
H -2.089 -4.021 0.342 0.247
H -2.206 -3.319 -1.276 0.328
H -1.581 -1.015 -1.981 0.411
H -1.325 0.143 -0.648 0.069
H 0.002 -0.301 -1.751 -0.551
H 0.642 -0.423 3.152 0.495
H -0.252 0.426 1.942 -0.102
H 1.840 1.023 1.537 -0.083
H 1.794 -0.187 0.305 -0.826
H 3.413 1.316 2.945 0.389
H 5.409 0.589 4.172 0.401
H 6.188 -1.721 3.987 0.418
H 4.931 -3.309 2.672 0.407
H 2.904 -2.662 1.488 0.296
H 1.048 -2.575 3.133 0.418
H 0.898 -3.521 1.695 0.122
H -2.700 -3.633 2.432 0.416
H -1.478 -2.695 5.073 0.333
H -3.210 -2.539 4.667 0.258
H -1.788 -4.732 5.597 0.255
H -2.469 -5.133 4.160 0.232
H -2.329 -0.089 3.261 0.478
Br 3.071 0.374 -2.246 -0.124
C 2.645 0.539 -4.142 0.049
C 1.330 -0.113 -4.470 -0.587
Br 1.467 -2.055 -4.516 -0.103
H 3.486 0.119 -4.685 0.454
H 2.588 1.609 -4.336 -0.236
H 1.002 0.178 -5.468 0.404
H 0.550 0.125 -3.754 0.352
Br -1.783 2.992 1.415 -0.015
C -0.162 3.871 2.039 -0.573
C 0.503 4.583 0.896 -0.656
Br 1.360 3.264 -0.247 0.004
H 0.465 3.105 2.485 0.182
H -0.476 4.568 2.814 0.467
H 1.289 5.247 1.248 0.429
H -0.189 5.146 0.276 0.305
Br 0.731 -5.944 -3.273 -0.104
C 1.592 -5.780 -5.016 -0.283
C 2.695 -6.788 -5.183 -0.639
Br 4.286 -6.271 -4.190 -0.143
H 1.938 -4.756 -5.104 0.020
H 0.800 -5.955 -5.742 0.307
H 3.008 -6.836 -6.224 0.375
H 2.417 -7.780 -4.843 0.395
Br 0.134 4.037 -3.740 -0.073
C 1.847 4.848 -3.294 -0.443
C 2.488 5.475 -4.500 -0.509
Br 3.280 4.140 -5.680 -0.179
H 2.456 4.073 -2.840 0.474
H 1.616 5.609 -2.551 0.103
H 3.316 6.115 -4.200 0.122
H 1.791 6.047 -5.098 0.401
Br -4.265 3.639 -1.841 -0.142
C -5.411 2.079 -2.033 -0.541
C -4.600 0.815 -2.139 -0.079
Br -3.791 0.612 -3.897 -0.143
H -6.045 2.257 -2.896 0.450
H -6.024 2.061 -1.133 0.262
H -5.240 -0.057 -2.017 0.425
H -3.789 0.776 -1.416 -0.230
Br -6.919 -8.989 5.650 -0.153
C -5.358 -8.057 6.345 -0.499
C -4.710 -7.202 5.289 -0.386
Br -3.680 -8.274 4.023 -0.146
H -4.693 -8.812 6.748 0.229
H -5.734 -7.437 7.157 0.352
H -3.990 -6.520 5.735 0.162
H -5.429 -6.635 4.706 0.450
Br -4.433 -8.457 10.346 -0.133
C -2.524 -8.088 10.292 -0.540
C -2.105 -7.575 8.941 -0.645
Br -2.015 -9.010 7.629 -0.121
H -2.015 -9.005 10.573 0.385
H -2.356 -7.332 11.056 0.353
H -1.098 -7.162 8.984 0.374
H -2.785 -6.826 8.546 0.342
Br -5.781 2.712 1.882 -0.132
C -5.579 4.620 1.535 -0.402
C -6.531 5.433 2.368 -0.629
Br -8.342 5.350 1.664 -0.144
H -5.715 4.761 0.468 0.296
H -4.547 4.848 1.798 0.212
H -6.257 6.485 2.336 0.396
H -6.579 5.104 3.402 0.383
Br 0.456 8.228 -4.043 -0.096
C 1.205 9.550 -2.831 -0.385
C 1.807 8.901 -1.613 -0.462
Br 0.430 8.317 -0.361 -0.144
H 0.407 10.248 -2.594 0.430
H 1.973 10.063 -3.407 0.098
H 2.413 9.613 -1.060 0.376
H 2.407 8.028 -1.851 0.203
Br 0.927 -3.416 -8.232 -0.146
C 2.333 -2.354 -9.059 -0.575
C 2.367 -0.958 -8.497 -0.242
Br 0.925 0.141 -9.200 -0.111
H 2.160 -2.382 -10.130 0.412
H 3.260 -2.876 -8.830 0.342
H 3.284 -0.452 -8.794 0.375
H 2.277 -0.942 -7.415 -0.084
Br 4.689 8.765 -4.744 -0.093
C 5.236 10.295 -3.670 -0.538
C 6.212 9.894 -2.597 -0.584
Br 5.317 8.992 -1.123 -0.137
H 4.330 10.743 -3.274 0.284
H 5.702 10.984 -4.371 0.371
H 6.675 10.774 -2.156 0.354
H 6.984 9.221 -2.955 0.389

| no. | LUMO (Eh) | E_HOMO (eV) |
| --- | --- | --- |
| 1 | 0.019 | -8.8 |
| 2 | -0.261 | -15.1 |
| 3 | 0.022 | -10.6 |
| 4 | -0.002 | -8.5 |
| 5 | -0.337 | -15.3 |
| 6 | -0.110 | -11.2 |